The following is a quantum chemistry calculation of an isolated molecule of C3H5N3O, from OMol25.

The geometry in XYZ format:
```
12
Properties=species:S:1:pos:R:3:forces:R:3
O -1.991910 1.012367 -0.557466 0.11 0.05 -0.43
N 1.635358 0.437204 -0.375010 0.40 -0.13 0.37
N 0.611828 -1.174820 0.699856 0.14 0.12 0.01
N 0.340712 0.706465 -0.480000 0.25 -0.19 -0.03
C -1.756828 -0.160126 0.183322 0.36 -0.31 0.09
C -0.254880 -0.283067 0.163844 0.15 0.26 -0.17
C 1.783487 -0.675241 0.358376 0.23 -0.13 0.18
H 2.311848 1.129053 -0.657808 0.03 -0.25 -0.05
H 2.755071 -1.041744 0.639346 0.02 -0.21 -0.01
H -2.108998 -0.113128 1.231684 0.10 0.34 -0.39
H -1.073124 1.210705 -0.959273 -2.04 0.22 0.51
H -2.252567 -1.047672 -0.246872 0.25 0.23 -0.07
```
Forces are in eV/Å.

## Properties
- Orbital gap: 10.5901 eV
- Energy above the lowest of the compared OMol25 structures with the same formula, charge and spin: 153.8 kJ/mol
- Structure (SMILES): OCc1nc[nH]n1
- Lowest unoccupied orbital energy: 0.7 eV

The following is a quantum chemistry calculation of a structure of composition C17H37AsBrCaI2NSi3, from OMol25.

The geometry in XYZ format:
```
63
Properties=species:S:1:pos:R:3:forces:R:3
I 0.076183 4.960738 -1.412861 0.09 -0.03 0.11
I 0.293821 1.887107 -3.319268 -0.01 -0.07 0.23
Br 0.566749 2.404937 2.406214 -0.25 -0.16 0.05
As -0.029701 -2.167161 -0.824363 -0.04 -0.21 -0.02
Ca -1.078082 0.369614 -0.089330 0.43 0.50 0.04
Si -1.015231 -3.384865 0.888126 -0.09 0.14 -0.06
Si 2.160080 -2.323338 -0.107578 0.05 -0.01 -0.22
Si -4.388458 1.844681 -0.517307 -0.02 -0.14 0.02
N 2.100096 2.197068 0.151899 0.17 -0.11 -0.41
C 2.633369 -1.460378 1.481988 0.02 0.09 0.52
C -0.320455 3.922062 -3.203198 -0.11 -0.10 -0.03
C 4.497751 2.365759 0.007714 0.04 -0.03 -0.23
C -2.621611 2.192536 -0.248974 0.15 0.27 0.07
C 3.236501 2.212533 -0.555033 -0.21 -0.12 -0.11
C -2.832304 -2.928627 0.945099 -0.32 0.11 -0.06
C 3.385622 2.577314 2.126648 0.15 0.06 0.20
C -0.912050 -5.214804 0.588420 0.14 -0.51 -0.20
C -0.338014 -3.071485 2.603640 0.26 0.00 0.38
C -4.725054 1.668831 -2.346185 -0.16 -0.06 -0.52
C 2.205061 2.384697 1.441838 -0.12 0.02 0.10
C -5.558447 3.108489 0.200630 -0.31 0.42 0.21
C 4.551046 2.552204 1.379999 0.19 0.06 0.22
C 2.717779 -4.091207 0.087940 0.04 -0.55 0.11
C 3.186109 -1.601628 -1.493552 0.32 0.11 -0.28
C 5.732775 2.312349 -0.853696 -0.11 0.00 0.01
C -4.896126 0.212539 0.264718 -0.17 -0.32 0.17
H 4.246299 -1.502505 -1.204289 -0.29 -0.02 -0.11
H 2.408664 -4.687100 -0.781494 0.11 0.08 0.18
H 3.816023 -4.146916 0.178925 -0.32 0.01 0.00
H -1.391052 3.928996 -3.362740 0.00 0.01 -0.01
H 3.390465 2.737163 3.197369 0.01 -0.04 -0.10
H 2.276288 -4.554061 0.984931 0.16 0.08 -0.24
H 2.393383 -2.089358 2.354394 0.12 0.24 -0.26
H -3.248396 -2.872131 -0.069612 0.01 -0.02 0.20
H -0.285786 -1.998765 2.826576 0.00 -0.13 0.04
H -3.415576 -3.671829 1.509263 0.12 0.20 -0.10
H 3.710696 -1.241672 1.500800 -0.17 -0.06 0.02
H -1.391540 -5.468066 -0.367284 0.11 0.00 0.21
H 2.805991 -0.617493 -1.785033 0.09 0.01 0.00
H -4.439036 2.579339 -2.896632 -0.09 -0.25 0.11
H -5.989627 0.081984 0.226188 0.29 -0.03 0.03
H -2.269092 2.816225 -1.086343 0.00 0.00 0.09
H 6.636324 2.376972 -0.249797 -0.01 0.01 0.00
H -1.413107 -5.773501 1.392086 0.10 0.08 -0.16
H 0.135869 -5.545915 0.533973 -0.30 0.03 0.01
H -5.795259 1.479999 -2.536872 0.35 0.04 0.01
H -2.490581 2.809831 0.659131 0.05 -0.13 -0.13
H -6.607760 2.855684 -0.017093 0.23 0.09 0.07
H -5.440535 3.142215 1.296575 -0.06 0.04 -0.29
H 0.203523 4.435975 -3.992841 0.00 0.06 -0.14
H -4.598440 0.166979 1.325512 -0.09 -0.03 -0.24
H 5.510873 2.686416 1.872913 -0.12 -0.03 -0.05
H 5.746541 3.130694 -1.575740 -0.01 0.00 0.03
H 3.127134 2.093488 -1.632977 -0.02 -0.06 0.18
H -2.989908 -1.952358 1.428593 -0.04 -0.18 -0.08
H -5.357565 4.119089 -0.189300 -0.07 -0.27 0.12
H 0.678810 -3.479157 2.706840 -0.27 0.10 0.03
H 3.123675 -2.253334 -2.376348 0.04 0.16 0.17
H 5.767060 1.379458 -1.419676 0.00 0.02 0.03
H -4.154416 0.823520 -2.766813 -0.16 0.25 0.06
H -4.445080 -0.648328 -0.256088 -0.12 0.19 0.17
H -0.974914 -3.551706 3.363633 0.16 0.10 -0.18
H 2.092640 -0.519824 1.605734 0.06 0.08 0.03
```
Forces are in eV/Å.

## Properties
- Orbital gap: 6.6169 eV
- Lowest unoccupied orbital energy: -0.3 eV

The following is a quantum chemistry calculation of a cluster of 7 separate species, C42H33NO25P in total, from OMol25.

The geometry in XYZ format:
```
102
Properties=species:S:1:pos:R:3:forces:R:3
P -1.876221 -3.630579 1.793878 -2.63 -0.57 -0.97
O 5.291860 0.953652 8.530864 0.20 1.07 -1.86
O 1.966049 -1.459102 0.145088 0.26 -0.44 -0.04
O 4.003442 3.873245 3.906364 -0.34 -1.01 1.68
O 2.119250 3.065394 5.731577 1.02 -0.03 -0.08
O 3.803862 -1.832268 -4.196105 0.15 -1.23 2.00
O 4.502627 -4.974371 -9.581884 0.65 0.74 0.17
O 3.325880 -3.643117 1.101291 -0.46 1.02 -1.27
O -6.160746 1.138410 -4.302249 -0.12 0.44 -0.66
O 7.736425 -1.331520 -7.464036 -0.62 -0.75 -0.01
O -4.358599 -1.014548 3.334998 0.42 0.96 -1.55
O 5.818310 -3.298920 -11.312794 -0.26 -0.46 2.02
O -7.531209 1.097194 0.535711 1.18 -0.14 -0.05
O -2.464998 -0.129886 1.555946 -0.12 -0.20 0.19
O 5.094127 -4.068357 -3.263727 -0.83 0.72 0.69
O -5.978067 5.857494 -4.542613 -0.37 -1.41 -1.46
O -6.662060 0.843718 -6.984795 0.33 1.29 1.46
O 7.185461 1.838314 6.751812 -1.11 0.05 0.02
O -0.355556 3.037991 5.045721 -2.21 0.69 0.90
O -5.786751 4.133345 5.979723 1.66 -0.75 -0.96
O -5.647017 1.905046 -1.289502 -0.06 -1.11 2.14
O -1.249878 4.324964 7.299184 -0.42 -0.41 -0.84
O -6.567643 5.566461 -7.207398 0.16 -0.65 0.80
O -2.079686 -5.347408 2.006905 3.68 2.04 -0.93
O 6.489641 -3.064720 -5.739239 0.09 0.61 -1.67
O -4.901044 2.767877 3.769656 0.34 0.28 0.57
N -0.415969 -3.035484 2.700621 3.91 0.63 1.27
C 6.285023 -3.147818 -7.104311 -0.13 -0.39 1.55
C -1.703546 3.274758 5.243159 1.86 -0.62 -0.84
C 5.468467 -4.066859 -7.623198 -0.14 -0.09 -0.17
C -6.460678 4.533077 -6.555604 -0.21 0.41 -1.15
C -1.378692 -3.321180 -0.064186 2.07 -0.32 0.39
C -6.153124 4.604509 -5.100805 0.33 1.52 1.26
C 5.257859 -4.151214 -9.076859 -0.69 -0.84 0.12
C -4.717742 -0.285683 2.216084 -0.12 -0.87 1.46
C -4.007882 0.900313 0.089310 0.62 -0.38 0.47
C -5.994283 0.017249 1.972530 -0.12 0.07 -0.22
C 1.338247 -0.963891 3.095414 -1.82 -4.76 0.94
C -2.104553 3.987957 6.487415 0.05 0.61 1.09
C 2.696633 -2.039235 -0.651061 -0.25 0.71 -0.59
C 4.932717 1.682517 7.411950 0.05 -1.10 1.81
C -6.234462 2.170067 -4.960473 0.19 -0.17 0.93
C -2.610859 2.876390 4.349399 -0.53 -0.04 -0.09
C -6.049804 3.500047 -4.359097 -0.04 -0.45 0.04
C 3.281194 2.758820 5.974293 -0.68 -0.19 0.62
C 6.001397 -3.197536 -9.945928 0.08 0.25 -1.95
C -6.514771 2.097846 -6.421243 -0.27 -1.38 -1.22
C 5.642577 2.868512 5.285176 0.23 -0.17 0.18
C -3.534608 4.267211 6.691282 0.39 0.00 0.10
C -4.441410 3.871813 5.795730 -1.71 0.61 0.71
C 7.006853 -2.176711 -7.971516 0.72 0.86 -0.41
C 2.856186 -1.588211 -2.042104 -0.32 0.06 0.69
C 3.460908 -3.239833 -0.214508 0.27 -0.88 1.26
C 0.269158 -3.979444 3.663967 2.93 3.67 0.39
C 4.389980 -3.468854 -2.458876 0.90 -1.01 -0.38
C -6.369265 0.790621 0.778427 -1.32 -0.07 0.46
C 6.019558 2.116075 6.491659 1.23 0.14 -0.39
C 6.815247 -2.276309 -9.426592 0.16 0.17 0.37
C 0.016379 -1.617150 2.371454 3.16 -0.81 2.74
C 2.158888 -1.928973 4.153692 -3.32 -1.37 -1.77
C -3.630901 0.147874 1.295792 -0.10 0.53 -0.79
C 4.248925 -3.905502 -1.061006 0.04 -0.02 -0.12
C 1.631351 -3.469653 4.471335 -2.75 2.55 -3.38
C -6.621481 3.202593 -7.162099 0.01 0.35 -0.02
C 3.656176 1.985449 7.168396 -0.42 0.18 -0.34
C 4.365706 3.168570 5.039641 0.04 0.95 -1.62
C -5.284753 1.200370 -0.156225 -0.20 1.23 -2.02
C 3.646868 -2.251727 -2.887852 -0.02 1.03 -2.09
C -4.042843 3.134555 4.565393 0.04 -0.46 -0.85
H 7.119241 -2.321364 -5.614626 -0.18 -0.27 -0.09
H -3.209308 1.193824 -0.580356 -0.06 0.01 0.03
H 2.702491 -3.002335 1.507847 0.30 -0.22 -0.15
H -0.591447 -0.966699 1.584085 1.16 -1.83 1.93
H 4.808433 -4.781106 -0.757684 -0.02 0.04 -0.03
H 7.360101 -1.575432 -10.046452 -0.04 -0.04 0.05
H -6.237082 3.746340 5.197464 0.15 0.18 0.35
H -1.407483 -2.163951 -0.273400 -0.29 -2.35 0.42
H -3.381531 -1.101436 3.287154 -0.52 0.01 0.06
H -5.828904 3.537450 -3.300067 0.02 0.00 -0.07
H 2.856282 1.678624 7.830038 0.04 0.05 0.00
H -6.794176 -0.289575 2.634171 0.05 0.04 -0.03
H 6.441151 3.162023 4.615512 -0.04 0.01 0.06
H -0.185569 -5.056964 3.791909 0.89 2.55 -0.33
H 3.027120 3.965287 3.957392 0.40 0.04 -0.03
H 2.308520 -0.703377 -2.341190 0.04 -0.05 0.01
H 5.184113 -4.038290 -11.436904 0.25 0.30 0.02
H -6.542137 0.209476 -6.244772 -0.07 0.27 -0.31
H -6.623339 1.997087 -1.238475 0.31 -0.08 -0.07
H -1.207461 -5.788626 1.715306 -1.95 0.39 0.40
H 3.124493 -1.546504 4.694703 -2.11 -0.78 -1.20
H -3.810572 4.801966 7.591070 0.02 -0.03 -0.05
H 4.935741 -4.777493 -7.004378 0.03 0.01 -0.04
H 1.616345 0.140934 2.822565 -0.47 -2.51 0.67
H -6.103968 6.492113 -5.281469 0.03 -0.23 0.29
H 6.268928 0.866764 8.483020 -0.35 0.05 0.06
H 0.094076 3.419660 5.830856 0.08 -0.23 -0.32
H -6.827146 3.164743 -8.224449 0.00 0.01 0.07
H 4.422475 -2.476539 -4.604164 -0.02 0.20 -0.01
H 2.176579 -4.205744 5.203283 -1.20 1.72 -1.64
H -2.027583 -3.965397 -0.794578 1.18 1.36 1.55
H -0.226985 -3.624790 -0.118207 -2.39 0.51 -0.34
H -2.333529 2.355094 3.441843 0.00 0.03 0.03
```
Forces are in eV/Å.

## Properties
- Orbital gap: 6.4011 eV
- Net charge: +1
- Energy above the lowest of the compared OMol25 structures with the same formula, charge and spin: 430.8 kJ/mol
- Lowest unoccupied orbital energy: -4.8 eV

The following is a quantum chemistry calculation of a structure of composition C22H19Cl2CrIN4OS4, from OMol25.

The geometry in XYZ format:
```
54
Properties=species:S:1:pos:R:3:forces:R:3
I -2.385931 -0.320622 2.483059 0.01 0.16 0.13
Cr -0.298509 -0.101265 -0.036070 0.49 0.08 -0.83
Cl 4.619516 -4.011736 1.390880 -0.05 0.02 0.06
Cl -0.544282 -2.560612 0.295937 -0.34 -0.19 0.10
S 0.201934 2.306352 -0.423436 -0.20 -0.18 0.29
S 1.825753 -2.789698 2.504565 0.11 -0.17 -0.24
S 1.797709 -0.402763 -1.494425 -0.14 0.02 -0.06
S 0.121024 -1.513906 -3.777004 0.05 0.25 0.07
O 2.118454 0.034423 -4.063604 -0.02 0.05 0.11
N -2.070975 0.300927 -1.193758 -0.22 -0.29 0.11
N -1.430416 3.407228 1.487690 0.11 0.15 0.28
N -2.510184 2.331775 -0.041738 -0.02 -0.30 -0.01
N 0.472787 -0.025868 1.848560 -0.05 0.01 0.65
C 3.230452 0.841661 -3.662486 -0.09 -0.06 -0.07
C -2.484972 -0.639244 -2.052182 0.09 -0.16 -0.11
C 1.780820 -0.113540 2.128184 0.12 0.30 -0.24
C -3.989616 1.589115 -1.782467 -0.07 0.10 -0.05
C 1.063215 -3.900666 -1.357256 -0.15 0.00 -0.04
C -2.838401 1.377788 -1.049735 -0.20 0.46 0.00
C -2.783853 3.554948 1.760918 0.22 0.07 0.12
C 2.286187 0.267808 3.376429 0.09 -0.08 0.08
C -3.644554 -0.530924 -2.801327 0.15 -0.16 -0.01
C -3.458708 2.886068 0.819813 0.07 -0.17 -0.22
C 2.247233 -4.485548 -1.759228 0.08 -0.05 -0.01
C -4.401605 0.610741 -2.675242 -0.12 0.21 0.02
C 1.346532 -0.568249 -3.146340 0.27 -0.20 -0.06
C -1.248724 2.667964 0.376940 -0.33 0.12 -0.19
C 3.202839 -3.957987 0.385765 -0.09 -0.02 -0.05
C -0.349567 3.923448 2.320811 -0.11 0.02 -0.10
C 1.407581 0.516211 4.394087 -0.09 0.05 0.09
C 2.006076 -3.380011 0.877715 0.07 0.00 0.19
C 0.027653 0.353323 4.171669 0.16 -0.08 0.05
C 0.985959 -3.368510 -0.087156 0.13 0.08 -0.09
C 3.322942 -4.497291 -0.883499 -0.02 0.05 0.01
C -0.362074 0.081534 2.889459 -0.10 -0.03 -0.08
H 2.437982 -0.254139 1.281930 0.02 -0.04 0.01
H -4.538805 2.511965 -1.660052 -0.01 -0.02 -0.02
H 0.222759 -3.820433 -2.034544 0.08 0.00 0.08
H 3.641124 1.228449 -4.590796 0.01 0.00 -0.02
H -1.828350 -1.491813 -2.154115 -0.04 -0.03 0.00
H -4.513515 2.714062 0.703846 0.05 -0.02 -0.02
H 3.356841 0.287441 3.521602 -0.03 0.02 0.01
H -5.300031 0.753721 -3.262765 0.03 0.00 0.03
H -3.141848 4.101860 2.615973 0.07 -0.01 -0.03
H 1.761063 0.798005 5.378629 0.00 -0.05 -0.03
H -0.692570 0.411848 4.973612 0.01 0.04 -0.01
H 2.905677 1.655609 -3.017926 -0.02 0.04 0.02
H 0.580861 3.482295 1.976900 0.02 -0.03 -0.02
H 2.336227 -4.905628 -2.751989 0.02 0.02 0.02
H -0.289891 5.007202 2.237333 -0.01 0.00 -0.01
H -3.918389 -1.328193 -3.477964 0.03 0.02 0.02
H 4.272205 -4.920797 -1.184782 -0.02 0.00 0.04
H 3.974854 0.248072 -3.135278 0.00 -0.04 0.01
H -0.528463 3.637599 3.354855 -0.02 -0.01 0.02
```
Forces are in eV/Å.

## Properties
- Orbital gap (alpha / beta): 5.7872 / 5.6234 eV
- Energy above the lowest of the compared OMol25 structures with the same formula, charge and spin: 171.6 kJ/mol
- <S²>: 6.021
- Spin multiplicity: 5
- Lowest unoccupied orbital energy (alpha / beta): -0.4 / -0.6 eV